24
Properties=species:S:1:pos:R:3:forces:R:3:lowdin_charge:R:1 method="wB97M-V/def2-TZVPD" e_homo_ev=-12.631 e_tot_ev=-32112.2274 multiplicity=1 charge=+1
N -2.16500 -2.22874 2.74448 0.7 0.5 -2.2 0.096
C -1.78090 -1.81712 1.55876 1.9 2.3 -1.5 -0.803
S -2.72483 -1.84758 0.18737 0.0 -0.3 0.1 0.757
C -0.37471 -0.98474 1.49889 -2.3 -0.2 2.2 -0.600
S 0.29520 -0.76793 2.96271 0.3 0.0 -0.8 0.926
C 0.13348 -0.30539 0.24605 2.3 -3.1 0.1 -0.385
C 1.29097 0.64760 0.44138 1.7 -0.9 -0.7 -0.207
C 2.01752 0.86309 -0.94175 2.5 0.1 1.1 -0.185
C 1.08227 1.61011 -1.90862 0.5 -2.9 -0.7 -0.156
C -0.28267 0.74843 -1.91556 0.1 4.7 -1.8 -0.093
N -0.85277 0.41667 -0.55927 0.1 -2.2 -2.2 0.049
H -1.46878 -2.22675 3.45021 0.2 -0.3 1.3 0.042
H -3.00124 -2.72903 2.62237 -1.3 -1.0 1.2 0.098
H 0.64220 -1.23445 -0.27243 -1.5 1.7 0.0 0.208
H 2.06750 0.22895 1.08547 -0.4 -0.2 0.1 0.102
H 0.94868 1.50407 0.98080 -0.2 1.1 0.0 0.116
H 2.39024 -0.22300 -1.23179 -1.0 2.2 0.0 0.151
H 3.04795 1.45527 -0.75164 -2.4 -1.2 -0.4 0.159
H 0.87378 2.55792 -1.52346 -0.2 1.6 0.7 0.081
H 1.55416 1.76782 -2.96663 -1.3 -0.6 1.8 0.161
H -0.97784 1.50933 -2.45167 0.5 -1.9 1.0 0.162
H -0.03789 -0.03790 -2.56048 -0.5 -1.9 -0.3 0.107
H -0.89080 1.28629 -0.10423 -1.1 1.6 0.9 0.151
H -1.78652 -0.19292 -0.59095 1.1 0.8 0.2 0.064